No. 1
{
  "formula": "C4H4FNO6S2",
  "method": "the ωB97M-V functional and the def2-TZVPD basis",
  "charge": 0,
  "energy_ev": -42369.2308,
  "multiplicity": 1,
  "de_lowest_kj_mol": 0.00,
  "e_homo_ev": [-8.76, -7.94],
  "e_lumo_ev": [-1.808, -2.396],
  "elements": ["C", "C", "C", "C", "N", "O", "O", "O", "O", "O", "O", "F", "S", "S", "H", "H", "H", "H"],
  "positions_angstrom": [[-1.37, 0.44, 0.57], [-0.95, 1.02, -0.58], [-0.67, -0.87, 0.63], [0.06, 0.22, -1.19], [0.09, -1.02, -0.46], [3.05, -0.28, -1.22], [1.86, 0.73, 0.54], [-0.79, -1.93, 1.44], [0.76, 0.50, -2.14], [4.37, 0.35, 0.72], [2.83, -1.39, 0.99], [4.74, 1.61, 0.18], [0.96, -2.41, -0.97], [2.91, -0.19, 0.32], [-2.03, 0.74, 1.25], [-1.25, 1.90, -0.98], [-0.69, -2.69, 0.85], [2.36, 0.05, -1.84]],
  "nbo_charge": [-0.161, -0.268, 0.533, 0.704, -0.552, -0.918, -0.962, -0.619, -0.539, -0.326, -0.868, -0.092, -0.042, 2.584, 0.228, 0.234, 0.509, 0.555]
}

No. 2
{
  "formula": "C4H4FNOS",
  "method": "the ωB97M-V functional and the def2-TZVPD basis",
  "charge": 0,
  "energy_ev": -21297.6263,
  "multiplicity": 1,
  "de_lowest_kj_mol": 481.41,
  "e_homo_ev": -10.23,
  "e_lumo_ev": -2.026,
  "elements": ["C", "C", "C", "C", "H", "H", "H", "H", "N", "O", "F", "S"],
  "positions_angstrom": [[-0.74, 0.32, 0.30], [-0.15, -0.09, 1.74], [0.29, 1.10, -0.58], [1.59, 0.39, -0.66], [-3.13, -0.54, -0.17], [-1.59, 1.04, 0.67], [2.43, 0.91, -0.29], [1.74, 0.10, -1.74], [0.14, 0.06, 2.92], [0.02, 1.98, -1.45], [1.42, -0.99, -0.23], [-1.21, -1.20, -0.63]],
  "nbo_charge": [-0.543, 0.250, 0.528, -0.075, 0.138, 0.303, 0.223, 0.230, -0.306, -0.483, -0.371, 0.105]
}

No. 3
{
  "formula": "C4H4FNS2",
  "method": "the ωB97M-V functional and the def2-TZVPD basis",
  "charge": 0,
  "energy_ev": -30089.3485,
  "multiplicity": 1,
  "de_lowest_kj_mol": 103.24,
  "smiles": "Fc1cc(S)[nH]c1S",
  "e_homo_ev": -8.68,
  "e_lumo_ev": 0.534,
  "elements": ["F", "C", "C", "C", "S", "N", "C", "S", "H", "H", "H", "H"],
  "positions_angstrom": [[1.83, -0.76, 1.87], [0.85, -0.49, 0.93], [-0.52, -0.46, 1.21], [-1.06, 0.08, 0.02], [-2.74, 0.60, -0.24], [-0.16, 0.23, -0.91], [1.05, -0.07, -0.35], [2.44, -0.03, -1.53], [-1.09, -0.48, 2.22], [-3.40, -0.67, -0.46], [-0.06, 0.85, -1.79], [2.88, 1.20, -0.98]],
  "nbo_charge": [-0.321, 0.323, -0.349, 0.002, -0.029, -0.518, -0.109, -0.019, 0.258, 0.153, 0.456, 0.152]
}

No. 4
{
  "formula": "C4H4FO3",
  "method": "the ωB97M-V functional and the def2-TZVPD basis",
  "charge": -1,
  "energy_ev": -13072.7919,
  "multiplicity": 1,
  "de_lowest_kj_mol": 62.61,
  "e_homo_ev": -4.59,
  "e_lumo_ev": 3.845,
  "elements": ["C", "C", "C", "C", "O", "O", "O", "F", "H", "H", "H", "H"],
  "positions_angstrom": [[-0.53, 0.96, -0.88], [-0.97, -0.43, 1.31], [1.27, -0.62, 0.05], [-0.06, 0.04, 0.31], [-0.28, 0.64, 1.66], [0.35, 1.62, -1.44], [-1.78, -1.16, 1.77], [-1.23, -0.15, -2.05], [-1.51, 1.42, -0.63], [1.09, -1.48, -0.59], [1.88, 0.10, -0.49], [1.76, -0.93, 0.98]],
  "nbo_charge": [0.488, 0.771, -0.651, 0.078, -0.492, -0.723, -0.582, -0.653, 0.083, 0.234, 0.247, 0.199]
}

No. 5
{
  "formula": "C4H4HgMgO5",
  "method": "the ωB97M-V functional and the def2-TZVPD basis",
  "charge": 0,
  "energy_ev": -24068.4677,
  "multiplicity": 3,
  "de_lowest_kj_mol": 0.00,
  "e_homo_ev": [-7.73, -9.05],
  "e_lumo_ev": [-0.320, -3.840],
  "elements": ["O", "O", "C", "C", "O", "C", "H", "H", "H", "H", "O", "O", "C", "Mg", "Hg"],
  "positions_angstrom": [[-1.73, -1.40, -0.05], [-0.08, -0.34, 0.92], [0.75, 1.80, -0.54], [-0.24, 2.93, -0.54], [-1.55, 2.42, -0.41], [-0.59, -1.44, 0.49], [1.57, 1.82, 0.18], [0.72, 1.11, -1.38], [-0.15, 3.50, -1.48], [-0.01, 3.63, 0.29], [1.47, -2.66, 0.67], [-0.38, -3.83, 0.41], [0.23, -2.73, 0.53], [-1.75, 0.64, 0.14], [1.74, -5.45, 0.77]],
  "nbo_charge": [-0.809, -0.761, -0.328, -0.139, -1.092, 0.674, 0.185, 0.163, 0.158, 0.150, -0.648, -0.640, 0.639, 1.794, 0.653]
}

No. 6
{
  "formula": "C4H4HgMgO5",
  "method": "the ωB97M-V functional and the def2-TZVPD basis",
  "charge": 2,
  "energy_ev": -24050.3890,
  "multiplicity": 3,
  "e_homo_ev": [-16.60, -17.29],
  "e_lumo_ev": [-10.585, -11.553],
  "elements": ["O", "C", "C", "O", "O", "C", "Hg", "H", "H", "H", "C", "O", "O", "Mg", "H"],
  "positions_angstrom": [[-2.03, 0.90, -0.41], [-1.12, 1.21, 0.48], [-2.24, -0.52, -0.43], [-0.45, 2.23, 0.44], [-0.78, 0.18, 1.23], [-1.50, -1.00, 0.82], [1.94, 2.55, 0.73], [-1.80, -0.92, -1.39], [-3.32, -0.70, -0.39], [-2.15, -1.33, 1.63], [2.68, -0.37, -0.82], [3.10, 0.71, -0.31], [3.42, -1.25, -1.24], [5.00, 0.07, -0.92], [-0.76, -1.78, 0.60]],
  "nbo_charge": [-0.439, 1.018, -0.106, -0.705, -0.476, -0.107, 0.914, 0.211, 0.240, 0.229, 0.855, -0.908, -0.733, 1.801, 0.207]
}

No. 7
{
  "formula": "C4H4I4N4",
  "method": "the ωB97M-V functional and the def2-TZVPD basis",
  "charge": 2,
  "energy_ev": -42555.3266,
  "multiplicity": 1,
  "de_lowest_kj_mol": 63.30,
  "e_homo_ev": -16.13,
  "e_lumo_ev": -9.394,
  "elements": ["C", "C", "C", "C", "N", "N", "N", "N", "I", "I", "I", "I", "H", "H", "H", "H"],
  "positions_angstrom": [[0.18, 1.04, -0.19], [-0.56, -0.26, -0.21], [-2.17, -1.78, -0.08], [1.63, 1.32, 0.07], [-1.04, -2.42, -0.35], [-1.84, -0.40, 0.00], [2.59, 0.49, 0.28], [-0.03, -1.53, -0.42], [0.05, 2.04, 2.06], [-4.08, -2.38, 0.22], [-0.58, 2.13, -2.03], [-3.35, 1.05, 0.07], [2.02, 2.34, 0.00], [3.60, 0.70, 0.57], [2.62, -0.55, 0.34], [0.96, -1.81, -0.35]],
  "nbo_charge": [-0.297, 0.282, 0.136, 0.123, -0.193, -0.502, -0.671, -0.306, 0.372, 0.447, 0.406, 0.567, 0.289, 0.476, 0.425, 0.448]
}

No. 8
{
  "formula": "C4H4I4N4",
  "method": "the ωB97M-V functional and the def2-TZVPD basis",
  "charge": 2,
  "energy_ev": -42555.0888,
  "multiplicity": 1,
  "de_lowest_kj_mol": 86.24,
  "e_homo_ev": [-15.57, -15.57],
  "e_lumo_ev": [-10.448, -10.447],
  "elements": ["C", "C", "C", "C", "N", "N", "N", "N", "I", "I", "I", "I", "H", "H", "H", "H"],
  "positions_angstrom": [[1.25, 1.63, 0.59], [2.48, 0.92, 0.82], [4.23, -0.14, 0.32], [-0.35, -0.63, -0.35], [4.06, -0.39, 1.67], [3.32, 0.64, -0.22], [-1.63, -0.38, -0.31], [2.96, 0.26, 1.90], [1.03, 2.96, -0.92], [5.73, -1.10, -0.72], [-0.15, 1.65, 2.26], [0.51, -2.27, 0.49], [0.37, -0.12, -0.98], [-2.12, 0.23, -0.84], [-2.14, -0.99, 0.29], [2.48, 0.08, 2.74]],
  "nbo_charge": [-0.346, 0.067, 0.130, 0.023, -0.080, -0.404, -0.611, -0.234, 0.642, 0.384, 0.406, 0.453, 0.244, 0.442, 0.438, 0.446]
}

No. 9
{
  "formula": "C4H4InO5",
  "method": "the ωB97M-V functional and the def2-TZVPD basis",
  "charge": 0,
  "energy_ev": -19621.3608,
  "multiplicity": 2,
  "e_homo_ev": [-8.26, -8.10],
  "e_lumo_ev": [-1.580, -3.481],
  "elements": ["O", "C", "O", "O", "C", "H", "C", "H", "H", "H", "C", "O", "O", "In"],
  "positions_angstrom": [[-0.32, 0.72, 1.10], [0.18, -0.39, 1.35], [1.28, -0.64, 1.87], [-0.57, -1.57, 1.03], [-1.92, -1.45, 0.52], [-2.36, -0.54, 0.95], [-1.88, -1.27, -1.00], [-1.27, -0.40, -1.30], [-1.47, -2.15, -1.51], [-2.90, -1.11, -1.38], [0.14, -3.87, 0.29], [-0.89, -4.31, 0.64], [1.16, -3.61, -0.19], [-2.89, -3.16, 1.18]],
  "mulliken_spin": [0.009, 0.001, 0.051, 0.064, 0.385, 0.026, 0.019, 0.019, 0.005, 0.001, 0.001, 0.005, 0.000, 0.416]
}

No. 10
{
  "formula": "C4H4Li2O5",
  "method": "the ωB97M-V functional and the def2-TZVPD basis",
  "charge": 0,
  "energy_ev": -14861.8222,
  "multiplicity": 1,
  "de_lowest_kj_mol": 49.97,
  "e_homo_ev": -8.22,
  "e_lumo_ev": -0.508,
  "elements": ["O", "C", "O", "Li", "O", "C", "C", "H", "H", "H", "H", "O", "O", "C", "Li"],
  "positions_angstrom": [[3.15, -1.22, 0.17], [2.34, -0.25, 0.18], [2.64, 0.88, 0.63], [4.41, 0.07, 0.94], [1.11, -0.50, -0.28], [0.17, 0.57, -0.28], [-1.13, 0.09, -0.90], [0.57, 1.41, -0.87], [0.00, 0.91, 0.75], [-1.76, 0.98, -1.06], [-0.92, -0.37, -1.88], [-3.32, 0.85, 0.93], [-1.82, -0.82, -0.08], [-3.08, -0.31, 0.94], [-2.36, -2.32, 0.81]],
  "nbo_charge": [-0.845, 0.955, -0.860, 0.955, -0.522, -0.087, -0.091, 0.185, 0.191, 0.182, 0.176, -0.604, -0.851, 0.310, 0.905]
}

No. 11
{
  "formula": "C4H4LiO5",
  "method": "the ωB97M-V functional and the def2-TZVPD basis",
  "charge": 1,
  "energy_ev": -14644.9593,
  "multiplicity": 1,
  "de_lowest_kj_mol": 611.03,
  "e_homo_ev": [-14.95, -14.95],
  "e_lumo_ev": [-6.987, -6.987],
  "elements": ["O", "C", "C", "O", "O", "C", "H", "H", "H", "H", "Li", "O", "C", "O"],
  "positions_angstrom": [[-0.77, -0.94, -0.78], [-0.37, -0.01, 0.11], [0.17, -1.96, -1.08], [0.47, 0.93, -0.28], [1.31, -0.46, 0.32], [1.53, -1.46, -0.64], [0.12, -2.15, -2.16], [-0.13, -2.88, -0.56], [2.13, -1.05, -1.47], [2.12, -2.25, -0.15], [-1.24, 2.31, 1.00], [-1.17, 0.35, 1.01], [-1.90, 4.33, 2.06], [-2.26, 5.22, 2.64]],
  "nbo_charge": [-0.472, 0.945, -0.107, -0.243, -0.170, -0.146, 0.228, 0.213, 0.239, 0.281, 0.919, -0.736, 0.430, -0.380]
}

No. 12
{
  "formula": "C4H4LiO5Sc",
  "method": "the ωB97M-V functional and the def2-TZVPD basis",
  "charge": 2,
  "energy_ev": -35336.6559,
  "multiplicity": 1,
  "e_homo_ev": [-16.73, -16.39],
  "e_lumo_ev": [-9.418, -10.175],
  "elements": ["O", "C", "C", "O", "O", "C", "Li", "H", "H", "H", "C", "O", "O", "Sc", "H"],
  "positions_angstrom": [[-3.59, -0.99, -0.07], [-3.56, 0.26, 0.38], [-2.24, -1.32, -0.53], [-4.55, 0.94, 0.56], [-2.32, 0.71, 0.50], [-1.35, -0.41, 0.27], [0.54, 0.23, -0.41], [-2.24, -1.14, -1.62], [-2.06, -2.39, -0.35], [-1.25, -0.85, 1.28], [3.02, -1.38, -0.21], [2.42, -0.26, -0.29], [4.24, -1.38, 0.09], [4.34, 0.66, 0.23], [2.41, -2.32, -0.20]],
  "nbo_charge": [-0.432, 0.935, -0.183, -0.451, -0.443, -0.102, 0.945, 0.230, 0.239, 0.243, 0.676, -0.908, -0.701, 1.754, 0.198]
}